--- i ---
ORCA calculation (ωB97M-V/def2-TZVPD) on an isolated molecule of CH5BrP2.

```
9
Properties=species:S:1:pos:R:3
Br -2.96118 0.38189 0.12266
P 0.37277 -0.49668 -0.89163
P -1.31076 -1.07571 0.42521
C 1.09723 0.92991 0.22067
H 0.79881 0.86918 1.33968
H 0.59495 1.80929 -0.22899
H 1.18392 -1.56373 -0.50566
H 2.12097 1.20052 -0.09748
H -1.89671 -2.05467 -0.38446
```

Its gap between HOMO and LUMO is 8.866 eV. The net charge is 0. Its multiplicity is 1. As for the SMILES: C[PH]#[PH]Br.

Just the natural (NBO) charges please, in e? Sure, here they are: -0.218, 0.244, 0.202, -0.908, 0.239, 0.231, -0.021, 0.246, -0.015

--- ii ---
ORCA calculation (ωB97M-V/def2-TZVPD) on a cluster of 2 separate species, CH5BrP2 in total.

```
9
Properties=species:S:1:pos:R:3
Br -0.23702 -3.05917 -1.57525
P -0.55749 1.37057 2.68617
P -0.02540 -0.21674 -0.10270
C 0.50005 -1.27099 -1.57283
H -0.79748 2.13305 1.55222
H 1.44518 -1.48455 -2.13430
H 0.27980 0.90935 -0.93213
H 0.77358 1.86771 2.59956
H -1.38122 -0.24922 -0.52074
```

Its gap between HOMO and LUMO (spin up / spin down) is 8.091 / 6.943 eV. The net charge is 0. Its multiplicity is 1.

Just the natural (NBO) charges please, in e? Sure, here they are: 0.008, 0.086, 0.331, -0.544, -0.062, 0.219, 0.000, -0.045, 0.006

What should be chosen as the most stable of them? Choose i.

--- i ---
ORCA calculation (ωB97M-V/def2-TZVPD) on an isolated molecule of C5H3N.

```
9
Properties=species:S:1:pos:R:3
N -3.09751 0.21237 0.06582
C 0.86302 0.48466 0.10666
C -1.75705 0.39996 -0.13666
C -0.53273 0.41604 0.03539
C -2.60284 -0.92501 0.04366
C 1.75705 -0.43604 -0.06082
H 2.81061 -0.22620 -0.04678
H 0.98616 1.57364 0.33132
H 1.57329 -1.49942 -0.33858
```

Its gap between HOMO and LUMO is 9.434 eV. The net charge is 0. Its multiplicity is 1.

Just the natural (NBO) charges please, in e? Sure, here they are: -0.435, -0.295, 0.027, 0.093, 0.285, -0.346, 0.208, 0.248, 0.213

--- ii ---
ORCA calculation (ωB97M-V/def2-TZVPD) on an isolated molecule of C5H3N.

```
9
Properties=species:S:1:pos:R:3
N 0.89542 -0.66625 0.55574
C -0.42704 0.35889 -1.09455
C -0.11196 -0.87117 -0.43585
C 0.43678 0.68573 0.96370
C -0.28395 1.33900 -0.10171
C -0.33018 -0.60787 1.21106
H -0.28155 -1.87274 -0.79350
H -0.83982 0.45867 -2.07895
H 0.94230 1.17574 1.77406
```

Its gap between HOMO and LUMO (spin up / spin down) is 7.121 / 7.115 eV. The net charge is 0. Its multiplicity is 1.

Just the Mulliken charges please, in e? Sure, here they are: -0.257, -0.315, 0.042, 0.138, -0.383, -0.367, 0.384, 0.393, 0.365

What should be chosen as the most stable of them? Choose i.